6 unconnected molecules or ions with the total composition C6H23NO6 at a distorted geometry, computed with ωB97M-V/def2-TZVPD.

* ΔE to the lowest compared entry with this formula, charge and spin: 10.9 kJ/mol
* energy: -748.627935 hartree
* charge: 0
* structure (SMILES): CC(=O)NCC(C)C.O.O.O.O.O
* Kohn-Sham gap: 0.3965 hartree
* LUMO: 0.483 eV

```
36
C6H23NO6, DFT ωB97M-V/def2-TZVPD
C -1.340 0.856 -2.859
C -0.832 -0.010 -1.723
O -0.028 -0.924 -1.952
N -1.422 0.239 -0.532
C -1.066 -0.358 0.745
C -0.684 0.747 1.764
C -0.224 0.051 3.059
C -1.898 1.644 2.113
H -0.544 1.595 -3.030
H -2.265 1.424 -2.806
H -1.366 0.152 -3.700
H -1.949 1.091 -0.435
H -1.933 -0.827 1.212
H -0.250 -1.071 0.679
H 0.077 1.413 1.358
H -0.990 -0.673 3.335
H -0.037 0.790 3.831
H 0.751 -0.416 2.842
H -2.019 1.755 3.185
H -2.841 1.197 1.756
H -1.855 2.611 1.610
O -0.885 -3.613 0.628
H -0.383 -2.851 0.328
H -0.530 -4.444 0.299
O 3.641 -1.163 -0.687
H 2.887 -1.798 -0.674
H 4.131 -1.273 -1.497
O 2.231 1.119 -0.809
H 3.067 0.648 -0.640
H 1.633 0.399 -0.988
O 0.766 3.420 -0.868
H 1.223 2.561 -0.861
H 1.033 3.759 -1.732
O 1.354 -2.676 -0.636
H 1.733 -3.382 -1.167
H 0.812 -1.990 -1.147
```

---

A molecular structure, C45H33BiF2N15OS2 at a distorted geometry, computed with ωB97M-V/def2-TZVPD.

* ΔE to the lowest compared entry with this formula, charge and spin: 47.3 kJ/mol
* energy: -3842.004040 hartree
* charge: -1
* Kohn-Sham gap: 0.2242 hartree
* LUMO: 2.151 eV

```
99
C45H33BiF2N15OS2, DFT ωB97M-V/def2-TZVPD
Bi 0.715 0.188 0.730
C -0.719 4.129 -3.406
C 0.293 3.667 -2.553
N 0.094 3.256 -1.330
C -1.153 3.288 -0.834
C -2.262 3.729 -1.610
C -2.003 4.145 -2.932
C -3.545 3.754 -1.036
C -3.715 3.387 0.273
C -2.633 2.992 1.056
C -1.345 2.931 0.539
N -0.248 2.528 1.227
C 0.242 3.089 2.312
C -0.282 4.255 2.908
C 0.307 4.829 4.014
C 1.451 4.304 4.581
C 2.058 3.187 3.998
C 3.264 2.637 4.484
C 3.835 1.570 3.844
C 3.200 1.047 2.717
N 2.060 1.517 2.258
C 1.471 2.562 2.852
H -0.474 4.465 -4.406
H 1.322 3.649 -2.892
H -2.823 4.476 -3.556
H -4.385 4.068 -1.639
H -4.704 3.412 0.710
H -2.797 2.714 2.086
H -1.155 4.712 2.461
H -0.136 5.717 4.444
H 1.889 4.755 5.460
H 3.725 3.076 5.360
H 4.752 1.121 4.195
H 3.625 0.213 2.184
F 2.834 -4.140 3.554
C 3.043 -3.294 2.523
C 2.133 -2.290 2.250
C 2.337 -1.427 1.189
C 3.472 -1.588 0.370
C 4.367 -2.613 0.689
F 5.482 -2.850 -0.050
C 4.181 -3.467 1.758
C 3.666 -0.694 -0.783
C 4.855 -0.558 -1.508
C 4.860 0.258 -2.627
C 3.711 0.945 -2.990
C 2.594 0.801 -2.180
N 2.591 0.007 -1.133
H 1.272 -2.178 2.886
H 4.901 -4.237 1.989
H 5.760 -1.071 -1.233
H 5.766 0.351 -3.209
H 3.690 1.574 -3.865
H 1.670 1.329 -2.361
N -1.957 -1.857 2.409
C -1.767 -2.085 1.082
N -2.612 -2.755 0.303
N -2.041 -2.740 -0.889
N -0.926 -2.113 -0.850
N -0.692 -1.686 0.393
C -1.227 -0.985 3.157
N -1.472 -0.773 4.441
N -0.525 0.076 4.833
N 0.248 0.377 3.879
N -0.154 -0.264 2.760
H -2.804 -2.210 2.825
N -1.129 0.570 -3.065
C -2.244 0.548 -2.318
N -2.326 0.358 -1.059
C -3.609 0.410 -0.599
C -4.011 0.238 0.720
C -5.353 0.308 1.034
C -6.301 0.589 0.057
C -5.925 0.791 -1.260
C -4.587 0.687 -1.579
S -3.824 0.875 -3.130
H -0.384 -0.085 -2.807
H -1.286 0.627 -4.061
H -3.265 0.070 1.477
H -5.672 0.141 2.054
H -7.347 0.655 0.325
H -6.650 1.011 -2.030
C 2.708 -3.115 -2.795
S 1.142 -2.397 -2.040
O 0.697 -1.496 -3.120
C 0.251 -3.963 -2.242
C 0.601 -5.036 -1.441
C -0.136 -6.207 -1.507
C -1.232 -6.285 -2.349
C -1.598 -5.193 -3.120
C -0.852 -4.029 -3.070
H 2.478 -3.596 -3.738
H 3.142 -3.822 -2.099
H 3.391 -2.290 -2.961
H 1.427 -4.946 -0.749
H 0.135 -7.049 -0.884
H -1.814 -7.193 -2.386
H -2.482 -5.240 -3.738
H -1.130 -3.149 -3.626
```

---

A single C4H5N3O molecule at a distorted geometry, computed with ωB97M-V/def2-TZVPD.

* ΔE to the lowest compared entry with this formula, charge and spin: 734.7 kJ/mol
* energy: -394.687710 hartree
* charge: 0
* structure (SMILES): C1=NOC=NN2C[C@H]12
* Kohn-Sham gap: 0.3430 hartree
* LUMO: 0.587 eV

```
13
C4H5N3O, DFT ωB97M-V/def2-TZVPD
C 0.337 1.532 -0.198
N 1.505 1.254 -0.505
O 2.001 -0.069 0.343
C 1.462 -1.288 -0.095
N 0.297 -1.655 -0.504
N -0.639 -0.581 -0.561
C -1.825 -0.127 0.094
C -0.396 0.455 0.343
H -0.018 2.530 -0.759
H 2.241 -2.058 0.144
H -2.540 0.579 -0.457
H -2.286 -0.718 0.837
H -0.140 0.147 1.318
```

---

A molecular structure, C23H68AsF6O11 at a distorted geometry, computed with ωB97M-V/def2-TZVPD.

* ΔE to the lowest compared entry with this formula, charge and spin: 281.2 kJ/mol
* energy: -4579.774340 hartree
* charge: -1
* Kohn-Sham gap: 0.3528 hartree
* LUMO: 2.428 eV

```
109
C23H68AsF6O11, DFT ωB97M-V/def2-TZVPD
As -11.176 11.708 -11.876
F -11.936 10.700 -10.574
F -9.702 10.698 -11.759
F -10.539 12.575 -13.294
F -12.639 12.727 -12.065
F -10.404 12.786 -10.745
F -11.956 10.659 -13.109
C -5.948 10.270 -9.904
C -7.153 9.304 -9.975
C -7.143 8.332 -11.186
O -7.169 8.664 -8.695
H -4.967 9.838 -10.101
H -5.873 10.822 -8.967
H -6.015 11.032 -10.681
H -8.118 9.807 -10.020
H -7.206 8.999 -12.046
H -8.027 7.695 -11.204
H -6.264 7.700 -11.312
H -7.954 8.113 -8.721
C -11.860 16.892 -11.438
C -10.686 16.040 -11.867
C -10.719 15.740 -13.406
O -9.489 16.707 -11.630
H -11.952 17.725 -12.136
H -11.742 17.256 -10.418
H -12.867 16.489 -11.544
H -10.621 15.152 -11.239
H -11.468 14.978 -13.622
H -9.781 15.294 -13.738
H -10.840 16.583 -14.086
H -9.537 16.922 -10.695
C -10.426 7.178 -12.691
C -10.670 6.470 -11.400
C -12.157 6.770 -10.948
O -10.589 5.077 -11.601
H -9.577 6.762 -13.234
H -10.170 8.233 -12.592
H -11.268 7.177 -13.384
H -9.890 6.948 -10.808
H -12.320 7.832 -10.760
H -12.456 6.329 -9.997
H -12.972 6.487 -11.615
H -9.670 4.806 -11.658
C -14.473 14.150 -14.276
C -13.858 14.298 -15.635
C -14.454 13.568 -16.876
O -14.062 15.668 -15.939
H -14.123 14.837 -13.506
H -14.327 13.193 -13.775
H -15.535 14.397 -14.275
H -12.796 14.099 -15.495
H -15.513 13.735 -17.077
H -14.326 12.512 -16.640
H -13.943 13.803 -17.810
H -13.823 15.809 -16.858
C -9.907 10.049 -16.240
C -11.364 9.779 -16.549
C -12.242 10.991 -16.416
O -11.453 9.099 -17.781
H -9.535 10.771 -16.968
H -9.264 9.176 -16.346
H -9.708 10.240 -15.186
H -11.648 9.083 -15.759
H -12.089 11.700 -17.229
H -12.165 11.572 -15.497
H -13.289 10.692 -16.480
H -10.901 9.454 -18.482
C -7.432 11.362 -14.036
C -7.421 12.836 -13.697
C -7.285 13.280 -12.265
O -6.276 13.475 -14.296
H -6.442 10.912 -13.963
H -7.722 11.439 -15.083
H -8.162 10.809 -13.445
H -8.341 13.348 -13.978
H -6.269 13.089 -11.920
H -7.990 12.684 -11.686
H -7.579 14.319 -12.116
H -6.474 14.407 -14.413
C -13.766 14.556 -9.182
O -14.417 13.296 -9.466
H -12.689 14.552 -9.354
H -14.230 15.293 -9.837
H -13.894 14.817 -8.131
H -14.399 13.158 -10.416
C -8.488 12.228 -7.656
O -8.781 13.416 -8.436
H -8.214 11.385 -8.291
H -7.838 12.507 -6.826
H -9.475 12.029 -7.240
H -9.420 13.129 -9.093
C -13.853 9.140 -8.599
O -13.507 10.470 -8.581
H -14.469 8.736 -7.796
H -14.405 9.082 -9.537
H -13.028 8.448 -8.765
H -12.888 10.620 -9.299
C -14.528 8.978 -13.680
O -14.738 10.305 -13.272
H -14.347 8.394 -12.778
H -15.371 8.571 -14.239
H -13.685 8.854 -14.359
H -13.955 10.746 -12.933
C -10.026 9.204 -7.978
O -9.762 7.839 -8.360
H -9.141 9.575 -7.462
H -10.218 9.757 -8.898
H -10.959 9.186 -7.415
H -10.063 7.383 -7.571
```

---

A single C6H10 molecule, computed with ωB97M-V/def2-TZVPD.

* ΔE to the lowest compared entry with this formula, charge and spin: 190.4 kJ/mol
* energy: -234.530004 hartree
* charge: 0
* structure (SMILES): C1CC1C1CC1
* Kohn-Sham gap: 0.4123 hartree
* LUMO: 1.331 eV

```
16
C6H10, DFT ωB97M-V/def2-TZVPD
C 1.397 0.520 -0.748
C 1.925 -0.211 0.454
C 0.646 0.581 0.546
C -0.578 -0.292 0.477
C -2.012 0.093 0.446
C -1.324 -0.525 -0.800
H 0.809 -0.089 -1.445
H 1.921 1.363 -1.187
H 1.813 -1.294 0.471
H 2.822 0.140 0.959
H 0.602 1.480 1.162
H -0.458 -1.231 1.018
H -2.633 -0.349 1.228
H -2.307 1.116 0.234
H -1.385 -1.528 -1.226
H -1.237 0.225 -1.587
```

---

A molecular structure, C3H12N6O3Tl at a distorted geometry, computed with ωB97M-V/def2-TZVPD.

* ΔE to the lowest compared entry with this formula, charge and spin: 549.5 kJ/mol
* energy: -846.926763 hartree
* charge: +3
* Kohn-Sham gap: 0.2822 hartree
* LUMO: -13.483 eV

```
25
C3H12N6O3Tl, DFT ωB97M-V/def2-TZVPD
Tl 25.212 20.833 -7.761
C 24.399 18.379 -6.455
O 24.999 19.286 -6.962
N 24.224 18.253 -5.204
N 23.844 17.323 -7.013
H 24.029 17.421 -4.666
H 24.688 18.920 -4.604
H 23.740 17.337 -8.018
H 23.591 16.574 -6.384
C 24.544 22.870 -9.794
O 24.570 21.867 -9.089
N 25.658 23.342 -10.238
N 23.529 23.536 -10.215
H 25.519 24.342 -10.270
H 26.486 22.991 -9.778
H 23.817 24.209 -10.910
H 22.602 23.490 -9.815
C 25.860 20.669 -10.497
O 26.167 20.667 -9.324
N 26.555 21.024 -11.512
N 24.732 20.179 -10.914
H 26.189 20.833 -12.434
H 27.418 21.502 -11.297
H 24.005 20.020 -10.231
H 24.339 20.339 -11.831
```

---

2 unconnected molecules or ions with the total composition C7H11N2O2 at a distorted geometry, computed with ωB97M-V/def2-TZVPD.

* ΔE to the lowest compared entry with this formula, charge and spin: 80.8 kJ/mol
* energy: -533.384190 hartree
* charge: -1
* Kohn-Sham gap: 0.2931 hartree
* LUMO: 3.716 eV

```
22
C7H11N2O2, DFT ωB97M-V/def2-TZVPD
C 1.598 -2.472 1.471
C 1.171 -1.852 0.170
C 0.011 -1.151 0.019
C 1.174 -1.043 -1.826
N 1.902 -1.802 -1.003
N -0.035 -0.781 -1.314
H 1.049 -3.376 1.712
H 1.282 -1.759 2.241
H -0.889 -0.955 0.583
H 1.602 -0.729 -2.762
H -0.867 -0.345 -1.664
H 2.672 -2.632 1.509
C -0.173 2.153 0.119
C 0.455 1.776 1.471
C -1.664 1.654 0.061
O -2.267 1.812 -1.033
O -2.199 1.209 1.110
H -0.167 3.239 0.001
H 0.371 1.654 -0.678
H -0.349 1.542 2.175
H 1.006 2.533 2.017
H 1.007 0.872 1.215
```

---

A molecular structure, C4H10FN3 at a distorted geometry, computed with ωB97M-V/def2-TZVPD.

* ΔE to the lowest compared entry with this formula, charge and spin: 49.2 kJ/mol
* energy: -421.836734 hartree
* charge: +2
* Kohn-Sham gap: 0.4031 hartree
* LUMO: -8.983 eV

```
18
C4H10FN3, DFT ωB97M-V/def2-TZVPD
C 0.835 0.106 -0.048
C -1.689 -0.364 -0.060
C -2.953 0.367 -0.269
C 3.657 0.350 0.029
N -0.485 0.441 0.092
N -1.655 -1.665 0.166
N 1.834 0.908 0.066
F 3.558 -0.903 -0.181
H 0.867 -0.976 -0.340
H -3.201 0.738 0.631
H -2.772 1.135 -0.909
H -3.667 -0.377 -0.521
H 3.851 0.488 1.003
H 3.960 0.795 -0.909
H -0.567 1.449 0.265
H -2.467 -2.277 0.149
H -0.757 -2.056 0.415
H 1.652 1.841 0.422
```

---

A single C6H9Cl2NO2 molecule at a distorted geometry, computed with ωB97M-V/def2-TZVPD.

* ΔE to the lowest compared entry with this formula, charge and spin: 250.3 kJ/mol
* energy: -1359.503037 hartree
* charge: 0
* Kohn-Sham gap: 0.3366 hartree
* LUMO: 0.237 eV

```
20
C6H9Cl2NO2, DFT ωB97M-V/def2-TZVPD
C -2.765 -0.918 0.291
C -0.183 -0.373 0.504
C -2.150 0.362 -0.061
C 1.544 1.413 0.768
C 1.986 -0.465 -0.742
C 0.889 0.403 -0.133
N -0.534 -1.641 -0.035
O -3.884 -1.098 0.524
O -1.913 -1.935 0.312
Cl -2.728 1.807 0.753
Cl -2.103 0.546 -1.829
H -0.145 -0.387 1.544
H 1.950 0.757 1.564
H 0.968 2.300 0.985
H 2.459 1.833 0.173
H 2.374 -1.196 -0.012
H 2.731 0.096 -1.107
H 1.553 -0.913 -1.576
H 0.522 0.999 -0.930
H -0.571 -1.590 -0.995
```

---

A molecular structure, C15H15NO7S5Ti at a distorted geometry, computed with ωB97M-V/def2-TZVPD.

* ΔE to the lowest compared entry with this formula, charge and spin: 172.7 kJ/mol
* energy: -4002.585874 hartree
* spin multiplicity: 3
* charge: -2
* Kohn-Sham gap (alpha / beta): 0.1276 / 0.2019 hartree
* expectation value of S²: 2.024
* LUMO (alpha / beta): 4.229 / 4.228 eV

```
44
C15H15NO7S5Ti, DFT ωB97M-V/def2-TZVPD
Ti -0.105 -0.065 -0.892
O -1.208 1.161 2.629
C -1.047 2.496 2.218
C 0.410 2.975 2.290
C 1.333 2.255 1.306
C 1.128 2.582 -0.153
C 1.267 3.886 -0.575
C 1.358 4.206 -1.929
C 1.419 3.125 -2.820
C 1.273 1.848 -2.353
N 1.032 1.530 -1.041
H -1.081 0.573 1.868
H -1.647 3.101 2.911
H -1.435 2.640 1.203
H 0.781 2.795 3.304
H 0.428 4.053 2.108
H 1.251 1.174 1.454
H 2.368 2.534 1.545
H 1.347 4.666 0.172
H 1.442 5.230 -2.261
H 1.605 3.291 -3.872
H 1.375 1.004 -3.031
S 3.546 -2.636 0.368
C 2.267 -1.715 -0.126
S 1.062 -1.114 0.967
S 1.971 -1.253 -1.753
O -1.174 0.808 -2.718
S -2.151 1.351 -1.768
O -2.547 2.716 -2.062
O -1.549 1.229 -0.415
C -3.607 0.371 -1.823
C -4.801 0.948 -2.246
C -5.952 0.204 -2.372
C -5.924 -1.183 -2.074
C -4.740 -1.757 -1.653
C -3.578 -1.014 -1.516
S -2.142 -1.797 -0.838
O -2.477 -3.202 -0.723
O -1.813 -1.137 0.425
O -0.992 -1.567 -1.749
H -4.788 2.008 -2.453
H -6.874 0.669 -2.695
H -6.827 -1.772 -2.161
H -4.689 -2.809 -1.414
```

---

A molecular structure, C2H8BrCuN4O2 at a distorted geometry, computed with ωB97M-V/def2-TZVPD.

* ΔE to the lowest compared entry with this formula, charge and spin: 53.6 kJ/mol
* energy: -4664.767163 hartree
* spin multiplicity: 2
* charge: +1
* Kohn-Sham gap (alpha / beta): 0.2589 / 0.1237 hartree
* expectation value of S²: 0.755
* LUMO (alpha / beta): -5.240 / -8.729 eV

```
18
C2H8BrCuN4O2, DFT ωB97M-V/def2-TZVPD
Cu 2.120 -0.731 -2.963
Br 1.308 -1.257 -0.518
C -0.475 1.182 -3.177
O 0.741 0.872 -3.195
N -1.181 1.634 -4.227
N -1.217 0.936 -2.072
H -2.149 1.855 -4.107
H -0.723 1.816 -5.104
H -0.876 0.301 -1.377
H -2.130 1.347 -2.032
C 0.570 -0.852 4.087
O 0.611 -0.385 5.219
N -0.137 -1.924 3.707
N 1.339 -0.301 3.082
H -0.719 -2.223 4.479
H -0.178 -2.288 2.779
H 1.880 0.518 3.309
H 1.215 -0.499 2.108
```

---

2 unconnected molecules or ions with the total composition C3H7FS3 at a distorted geometry, computed with ωB97M-V/def2-TZVPD.

* ΔE to the lowest compared entry with this formula, charge and spin: 352.7 kJ/mol
* energy: -1412.768859 hartree
* charge: 0
* Kohn-Sham gap (alpha / beta): 0.2425 / 0.3061 hartree
* LUMO (alpha / beta): -0.856 / 0.490 eV

```
14
C3H7FS3, DFT ωB97M-V/def2-TZVPD
C 1.981 -0.516 -0.124
C 1.419 0.490 0.786
C -1.389 0.029 -0.087
F 1.826 1.725 0.809
S -2.039 0.934 1.209
S -1.322 0.772 -1.717
S -1.445 -1.748 -0.028
H 1.322 -0.736 -0.938
H 2.379 -1.446 0.263
H 2.766 0.082 -0.616
H 0.871 0.245 1.605
H -1.392 1.990 0.725
H -2.281 0.292 -2.500
H -2.697 -2.113 0.613
```

---

A single C5H9N2P molecule at a distorted geometry, computed with ωB97M-V/def2-TZVPD.

* ΔE to the lowest compared entry with this formula, charge and spin: 538.3 kJ/mol
* energy: -646.549256 hartree
* charge: 0
* Kohn-Sham gap (alpha / beta): 0.2583 / 0.2739 hartree
* LUMO (alpha / beta): -0.556 / 0.028 eV

```
17
C5H9N2P, DFT ωB97M-V/def2-TZVPD
C -0.147 0.403 0.173
C 0.131 1.087 -0.918
C -0.390 1.326 1.506
C 0.185 2.333 -1.703
C 0.126 -3.070 0.527
N -0.197 -0.871 0.544
N 0.112 -1.876 -0.232
P 0.513 -1.922 -1.810
H 0.559 1.285 2.105
H -1.247 0.945 1.865
H -0.534 2.467 1.321
H -0.698 2.357 -2.302
H 1.015 2.392 -2.403
H 0.143 3.189 -0.865
H -0.891 -3.509 0.470
H 0.884 -3.790 0.177
H 0.436 -2.747 1.545
```